[1]
{
  "formula": "C2H6N2Si",
  "method": "ωB97M-V with the def2-TZVPD basis set",
  "symbols": ["C", "C", "N", "N", "Si", "H", "H", "H", "H", "H", "H"],
  "positions_angstrom": [[0.40647, -0.09388, -0.39186], [-0.35750, -0.84025, -1.21016], [1.29806, -1.17137, -0.16612], [0.59047, -1.89667, -1.19996], [-1.11581, 3.19782, 2.18951], [0.45088, 0.88793, 0.02147], [-1.26993, -0.78498, -1.76594], [2.28865, -1.03479, -0.36068], [0.29305, -2.82587, -0.91306], [-2.33163, 2.57483, 1.60849], [-0.25270, 1.98722, 2.18831]],
  "forces_ev_per_angstrom": [[-0.43, -0.24, -0.16], [0.25, 0.37, -0.01], [0.31, -0.31, 0.57], [0.36, -0.33, -0.47], [0.21, 1.05, 0.36], [0.01, 0.32, 0.08], [-0.24, 0.01, 0.00], [-0.22, -0.02, -0.25], [-0.04, 0.18, 0.23], [-0.25, -0.49, -0.22], [0.04, -0.54, -0.13]],
  "lowdin_charge": [-0.148, -0.139, -0.046, -0.048, 0.562, 0.055, 0.083, 0.111, 0.109, -0.266, -0.275],
  "e_tot_ev": -13023.44666,
  "relative_energy_ev": 4.964,
  "homo_lumo_gap_ha": 0.2670,
  "e_lumo_ev": -1.1337
}

[2]
{
  "formula": "C2H6N3",
  "method": "ωB97M-V with the def2-TZVPD basis set",
  "symbols": ["H", "N", "C", "C", "N", "N", "H", "H", "H", "H", "H"],
  "positions_angstrom": [[2.93481, -0.94097, -0.22290], [2.15181, -0.22472, -0.08045], [1.00796, -0.78100, -0.09340], [-0.20031, 0.11373, -0.02144], [-0.22021, 1.43529, -0.03145], [-1.81215, -0.51165, -0.09015], [0.80675, -1.81793, -0.10615], [-0.93258, 2.07440, 0.30933], [0.67077, 1.88757, -0.04975], [-1.83849, -1.36401, 0.45269], [-2.56838, 0.12930, -0.06633]],
  "forces_ev_per_angstrom": [[-1.27, 1.18, 0.52], [0.09, -1.19, -0.62], [0.35, 1.55, 0.15], [-7.19, 0.66, 0.03], [1.20, -1.90, 0.49], [7.46, 0.35, -0.17], [-0.29, -1.12, -0.24], [-0.58, -0.74, -0.34], [0.98, 0.22, -0.26], [-0.38, 0.15, 0.02], [-0.37, 0.84, 0.42]],
  "lowdin_charge": [0.131, 0.168, -0.146, -0.054, 0.227, 0.150, 0.111, 0.160, 0.128, 0.069, 0.058],
  "e_tot_ev": -6632.50833,
  "smiles": "[H]/N=C/C(N)=[NH2+]",
  "relative_energy_ev": 2.578,
  "homo_lumo_gap_ha": 0.3448,
  "total_charge": 1,
  "e_lumo_ev": -6.1662
}

[3]
{
  "formula": "C2H6N3O",
  "method": "ωB97M-V with the def2-TZVPD basis set",
  "symbols": ["C", "C", "N", "N", "N", "O", "H", "H", "H", "H", "H", "H"],
  "positions_angstrom": [[-1.54701, 0.71959, -1.91960], [-0.17303, -0.57592, 0.93693], [0.86887, -1.00144, 1.68562], [0.61381, 0.30657, 0.30379], [1.67573, 0.00333, 1.14624], [-0.42620, 1.09470, -1.93481], [-1.96786, 0.15300, -0.93470], [-2.24658, 0.79474, -2.82506], [-1.16849, -0.91611, 0.65586], [1.21035, -1.79229, 2.20048], [0.52316, 1.02692, -0.39128], [2.63725, 0.18690, 1.07653]],
  "forces_ev_per_angstrom": [[-2.56, -1.72, 0.72], [0.97, -0.44, -1.35], [0.53, 1.02, 0.00], [0.69, -0.49, 1.76], [-3.07, -0.32, -0.14], [1.15, 0.87, -0.31], [0.37, 1.20, -2.02], [0.73, -0.03, 1.16], [0.42, -0.01, 0.74], [-0.34, -0.25, 0.26], [-0.30, 0.44, -0.56], [1.40, -0.27, -0.26]],
  "lowdin_charge": [-0.101, -0.022, 0.117, 0.107, 0.078, -0.009, 0.103, 0.124, 0.137, 0.178, 0.124, 0.164],
  "e_tot_ev": -8677.61233,
  "relative_energy_ev": 5.605,
  "homo_lumo_gap_ha": 0.4021,
  "total_charge": 1,
  "e_lumo_ev": -3.6597
}

[4]
{
  "formula": "C2H6N3O2",
  "method": "ωB97M-V with the def2-TZVPD basis set",
  "symbols": ["C", "C", "N", "N", "N", "O", "O", "H", "H", "H", "H", "H", "H"],
  "positions_angstrom": [[-0.06406, -1.23974, 0.69536], [0.14128, 1.25467, -0.38249], [-2.03101, 0.77353, 0.10100], [-0.90554, 0.23488, -0.37449], [-3.07525, 0.01729, -0.10144], [-3.09872, -1.22003, -0.25660], [-4.15337, 0.67697, -0.08096], [0.94258, -1.08646, 0.27490], [-0.09234, -1.18839, 1.79273], [-0.68982, -1.98300, 0.37989], [1.14421, 0.81067, -0.10784], [0.19846, 1.63527, -1.42116], [-0.18224, 2.04687, 0.22946]],
  "forces_ev_per_angstrom": [[0.41, 3.88, -0.20], [0.61, -1.35, -1.13], [0.45, 0.27, 0.17], [2.29, -3.13, 1.11], [-1.95, 0.77, -0.05], [0.93, 0.23, -0.03], [-0.18, -0.51, 0.19], [-0.61, -0.70, 0.17], [0.01, 0.55, -0.25], [-1.11, -2.03, -1.21], [-1.14, 0.79, -0.24], [0.16, -0.01, 0.35], [0.12, 1.24, 1.11]],
  "lowdin_charge": [0.004, -0.172, -0.046, -0.171, -0.528, -0.076, -0.137, 0.001, 0.014, -0.045, 0.060, 0.063, 0.032],
  "e_tot_ev": -10731.29968,
  "relative_energy_ev": 7.951,
  "homo_lumo_gap_ha": [0.2555, 0.2555],
  "total_charge": -1,
  "e_lumo_ev": [4.1807, 4.1804]
}

[5]
{
  "formula": "C2H6N3O2",
  "method": "ωB97M-V with the def2-TZVPD basis set",
  "symbols": ["C", "C", "N", "N", "N", "O", "O", "H", "H", "H", "H", "H", "H"],
  "positions_angstrom": [[-0.56518, 0.12047, 1.99390], [-1.75629, 0.32996, 0.05523], [1.68412, -0.22720, -1.93096], [1.02053, -0.22739, -0.90660], [0.54046, 0.16575, 2.33528], [2.11185, -1.17383, -2.54872], [-1.60870, -0.10531, 1.41407], [-2.08730, 1.35825, -0.03963], [-2.33316, -0.30252, -0.44508], [-0.73922, 0.37863, -0.31443], [0.89883, -1.18501, -0.48808], [1.72663, 0.79965, -2.35720], [1.10742, 0.06855, 3.23222]],
  "forces_ev_per_angstrom": [[0.53, -0.70, -0.67], [2.97, 3.89, -0.36], [0.13, 1.73, -2.76], [-1.45, -0.17, 3.53], [1.00, -0.16, 2.89], [0.76, -0.18, -0.47], [-1.07, -0.12, 1.75], [-0.64, 0.02, 0.69], [-2.50, -2.86, -1.69], [-0.07, -0.34, -0.57], [0.61, 0.64, -1.12], [0.44, -2.22, 0.65], [-0.71, 0.48, -1.88]],
  "lowdin_charge": [-0.159, 0.060, -0.312, 0.057, 0.367, 0.033, 0.148, 0.130, 0.075, 0.045, 0.115, 0.233, 0.209],
  "e_tot_ev": -10723.83629,
  "relative_energy_ev": 5.108,
  "homo_lumo_gap_ha": 0.3361,
  "total_charge": 1,
  "e_lumo_ev": -4.9433
}

[6]
{
  "formula": "C2H6N4",
  "method": "ωB97M-V with the def2-TZVPD basis set",
  "symbols": ["C", "C", "N", "N", "N", "N", "H", "H", "H", "H", "H", "H"],
  "positions_angstrom": [[-0.65199, 0.82497, 0.08227], [-0.99377, -0.39881, 0.77911], [0.68130, -0.34770, -1.56976], [0.61810, 0.85188, -0.74560], [1.47506, -0.24560, -0.36770], [0.94738, -1.05502, 0.65586], [-1.45202, 0.98087, -0.59984], [-0.63868, 1.75585, 0.60668], [-1.30731, -0.30476, 1.80874], [-1.41897, -1.18535, 0.13695], [1.41920, -0.25381, -2.30002], [1.32171, -0.62252, 1.51332]],
  "forces_ev_per_angstrom": [[0.30, 0.91, -1.55], [3.78, -2.03, -0.67], [0.70, -0.83, 0.16], [-0.21, 0.21, 0.03], [-1.07, -0.44, 1.06], [-2.29, 1.11, 0.31], [-0.59, 0.29, -1.25], [0.35, 0.27, 1.04], [0.07, -0.37, 0.08], [0.04, 0.45, 0.73], [-0.99, 0.62, 0.38], [-0.09, -0.19, -0.34]],
  "lowdin_charge": [-0.267, 0.007, 0.017, -0.081, -0.202, 0.018, 0.097, 0.097, 0.074, 0.081, 0.104, 0.054],
  "e_tot_ev": -8125.73861,
  "relative_energy_ev": 6.354,
  "homo_lumo_gap_ha": [0.3823, 0.3823],
  "e_lumo_ev": [0.9852, 0.9852]
}

[7]
{
  "formula": "C2H6N4",
  "method": "ωB97M-V with the def2-TZVPD basis set",
  "symbols": ["C", "C", "N", "N", "N", "N", "H", "H", "H", "H", "H", "H"],
  "positions_angstrom": [[-1.10572, 1.79435, -0.66292], [0.18431, -1.83180, -0.95834], [-0.00756, 1.60360, -0.19345], [0.34254, -1.54569, 0.25336], [0.90227, -0.12257, 1.84157], [-0.10977, -0.59119, 1.03663], [-1.01788, 2.18840, -1.66502], [-2.04382, 1.65902, -0.13108], [0.65380, -2.63858, -1.37589], [-0.26534, -1.15880, -1.59475], [0.63204, 0.84118, 2.10419], [1.83514, -0.19791, 1.34569]],
  "forces_ev_per_angstrom": [[-1.14, 0.60, -0.73], [-0.63, 1.76, 1.20], [2.14, -0.46, 1.15], [1.45, -0.68, 2.32], [0.73, 0.06, -0.55], [-0.38, -0.16, -0.92], [-0.84, 0.36, -0.76], [-0.26, -0.18, -0.12], [1.02, -2.26, -0.62], [-1.36, 1.47, -1.60], [0.60, -0.94, -0.27], [-1.34, 0.43, 0.90]],
  "lowdin_charge": [-0.190, -0.029, 0.091, -0.086, -0.027, -0.128, 0.063, 0.072, 0.033, 0.030, 0.071, 0.099],
  "e_tot_ev": -8125.74363,
  "relative_energy_ev": 6.349,
  "homo_lumo_gap_ha": [0.2613, 0.3486],
  "e_lumo_ev": [-0.0932, 0.4132]
}

[8]
{
  "formula": "C2H6N4O",
  "method": "ωB97M-V with the def2-TZVPD basis set",
  "symbols": ["C", "C", "H", "H", "H", "H", "H", "H", "N", "N", "N", "N", "O"],
  "positions_angstrom": [[0.17869, -0.64345, -0.15087], [-0.85332, 0.46617, -0.03537], [3.20290, 0.31844, -0.72979], [2.35604, 1.54856, 0.82505], [2.15000, -1.37678, 0.30194], [-3.00833, 0.55917, 0.04958], [-2.66543, -1.05315, 0.29244], [0.09778, 2.18096, -0.10488], [2.01394, 0.71400, -0.11455], [1.52114, -0.48496, 0.22602], [-2.19981, -0.08455, 0.01340], [-0.79912, 1.67158, 0.00286], [-0.22978, -1.72825, -0.05137]],
  "forces_ev_per_angstrom": [[1.92, 1.30, 2.69], [-2.87, -3.76, -0.54], [-4.24, 2.42, 2.35], [-0.88, -3.74, -2.97], [-2.01, 2.26, -0.10], [1.64, 0.17, -0.10], [2.87, 2.49, -0.87], [-0.72, -1.16, -0.06], [7.38, 3.05, -0.66], [-0.47, -1.53, 0.28], [-1.96, -2.00, 0.57], [1.32, 5.26, 0.23], [-1.97, -4.77, -0.82]],
  "lowdin_charge": [-0.439, -0.426, 0.216, 0.178, 0.188, 0.082, 0.143, 0.060, -0.139, -0.145, 0.047, 0.136, 0.099],
  "e_tot_ev": -10174.17375,
  "relative_energy_ev": 5.888,
  "homo_lumo_gap_ha": 0.3358,
  "e_lumo_ev": 0.0901
}